ORCA calculation (the ωB97M-V functional and the def2-TZVPD basis) on C19H44B2NO26 as an isolated structure at a distorted geometry.

```
92
Properties=species:S:1:pos:R:3:forces:R:3
O 2.23779 1.71777 -5.07467 0.7 -0.1 2.0
O 1.10503 0.51130 -1.30069 -1.1 -0.6 -0.1
O -0.84131 -2.63293 -2.15056 6.1 0.8 3.9
O 0.87350 -4.21175 -1.33748 -4.8 -0.2 -6.8
O -8.06128 -2.08819 -0.34756 -0.6 -0.2 -0.6
O -2.99462 1.82136 -1.10535 2.3 0.8 -1.0
O -2.81811 1.06246 -5.52433 1.1 -0.2 1.8
O -5.26298 -0.45312 -0.08873 2.9 2.1 -0.1
O -3.27059 -0.45122 -0.98786 4.4 -2.1 -1.7
O -2.85800 5.34343 1.09059 2.0 5.6 -0.2
O 0.89839 -2.37090 -4.75914 0.7 -3.2 -0.4
O -1.86918 0.57831 -2.67816 -5.8 -0.2 -1.8
O -5.79756 3.22271 2.35364 -5.8 0.0 -4.4
O 3.03145 -0.44259 -3.15766 0.7 -2.5 1.9
O -1.00101 0.48221 -0.62206 -1.4 -0.1 1.4
O 1.44660 -2.78941 1.58363 -0.7 -1.3 -0.9
O -5.52532 4.60144 -1.37847 -1.5 0.7 0.5
O -5.13174 -0.67936 -3.75480 -1.0 -5.3 0.3
O -0.04736 0.43648 -3.78849 -0.4 -1.2 0.6
O -0.22772 -2.97393 0.24122 -5.8 1.1 -2.3
O 2.56284 -4.80033 -0.14156 -1.6 2.9 -0.3
O -1.61838 -4.47025 -1.03749 2.9 -0.5 2.5
O -3.35165 -4.92482 -2.33323 3.2 3.4 0.7
O -5.43492 -2.83023 -1.49438 -0.7 3.1 -4.4
O -4.81933 2.39600 0.02318 2.3 -3.0 -1.8
O -2.41745 -2.35042 -3.52234 0.4 -3.0 2.4
N 3.23241 0.93835 2.11697 -4.5 -0.2 0.2
C -0.09409 0.35516 -1.52726 5.3 0.3 6.2
C 3.40945 1.55392 0.83147 3.3 2.0 -4.0
C 1.68704 0.93328 2.35113 -1.4 -1.4 -2.0
C -4.05825 1.52630 -0.51819 -3.9 7.2 3.8
C 4.79596 2.75114 2.48077 -0.1 1.1 -1.3
C -1.88679 -3.07559 -2.59980 -4.4 9.4 -10.3
C 4.14119 2.88580 1.10226 -1.2 0.3 -1.9
C 1.56851 -4.05068 -0.36960 8.2 -6.8 3.8
C -4.20394 0.13900 -0.43449 -8.7 -4.7 2.2
C 5.12099 -0.72857 2.10387 -0.8 -4.4 -1.9
C -2.38438 -4.15991 -2.00701 -7.4 -9.9 0.4
C -0.68987 0.28063 -2.74443 4.5 1.1 -8.8
C 1.05016 0.41513 3.59135 1.5 3.9 3.3
C 3.82177 1.78619 3.13317 4.9 -0.6 2.8
C -0.32986 1.01977 3.80847 -1.3 0.0 0.8
C 5.63459 -2.14747 2.70007 -1.6 1.4 0.8
C 0.87823 -3.32005 0.59950 5.8 4.8 7.2
C 5.25884 -2.18969 4.15969 0.0 -0.1 2.7
C 3.60945 -0.46819 2.04536 -2.1 -4.6 2.8
B -0.41812 -3.57480 -1.08504 -1.7 -0.2 -0.4
B -2.29774 0.56245 -1.36279 0.0 0.4 1.6
H 1.14333 1.85638 2.20593 1.2 1.1 -0.5
H -2.34870 0.94332 -4.65878 -0.9 1.3 -0.4
H 1.50063 1.32185 -4.58761 -0.2 0.0 0.0
H -5.37371 -1.82526 -3.75058 1.2 5.3 0.0
H 5.53294 -3.17858 4.58275 0.3 0.7 0.1
H 1.35084 0.30348 1.49776 0.1 0.3 0.5
H -5.15943 -1.85715 -1.56451 -0.7 -2.0 0.1
H -0.98436 0.39231 4.47705 0.7 0.4 -0.9
H 2.99605 0.20252 -3.80717 -0.2 2.1 -2.1
H -5.14907 3.99686 -0.66917 -1.4 1.0 -1.1
H 1.96000 1.73424 -5.95887 -0.6 0.0 -1.9
H -7.50019 -2.24819 -1.12310 0.1 0.0 0.4
H 1.00327 -0.59672 3.65925 0.2 -3.0 0.2
H 1.50301 -2.12155 -4.09103 1.4 0.2 1.2
H -3.41702 5.81320 1.72814 0.5 1.4 -0.3
H 2.74149 1.68051 -0.11273 -0.4 -0.7 2.7
H -0.87945 1.29612 2.92336 -0.3 -0.6 -0.7
H -5.40401 3.11744 1.45592 -1.5 -0.4 0.0
H 5.73773 2.22760 2.38962 0.5 0.3 -0.2
H 1.61067 0.90454 4.53002 -0.6 -1.6 -1.8
H -7.44992 -1.82754 0.33259 0.5 0.3 0.3
H -6.49651 4.91039 -1.25323 2.8 -1.4 0.3
H 3.27297 3.54039 0.96573 0.9 1.2 0.8
H 0.49041 -1.57658 -4.91075 -2.0 3.0 -0.8
H 4.95460 3.75618 3.00579 -0.4 -1.6 -0.5
H -3.25855 4.60141 1.29799 -2.5 -7.0 0.5
H 3.04805 -0.96816 3.05725 1.7 1.2 -2.8
H -4.16260 -0.72420 -3.70982 -0.2 -0.1 -0.2
H 5.75816 -0.03973 2.48792 1.4 2.6 1.1
H 4.23991 1.10956 0.30334 0.1 -1.6 0.3
H 5.08717 -2.91890 2.18272 -0.1 -0.4 -0.3
H 3.02493 -1.04661 1.11677 1.7 1.9 2.5
H -5.02658 3.25592 2.71921 7.1 0.4 5.0
H 5.66449 -1.35005 4.81292 0.5 -1.0 -1.0
H 2.50545 -0.14214 -2.41494 -0.4 0.3 0.0
H -5.16788 -3.05016 -0.66898 1.2 -1.2 4.1
H 4.77927 2.96156 0.18044 -0.2 0.7 1.2
H -2.45754 0.22679 -5.79020 -0.2 -1.1 -1.6
H 4.54235 1.20912 3.89674 -2.5 0.7 -1.4
H 6.72453 -2.41307 2.64060 -0.9 1.0 -0.5
H 4.22557 -2.09256 4.53213 -0.3 -0.2 -1.3
H 5.31660 -0.92855 1.07675 0.9 0.7 -1.1
H 3.16302 2.42277 3.62868 -1.8 0.2 0.9
H -0.29452 1.98505 4.30137 0.4 0.2 0.4
```
Forces are in eV/Å.

Summary:
Total energy, eV: -76496.8117
Molar mass, g mol⁻¹: 724.2
ΔE to the lowest compared entry with this formula, charge and spin, kcal per mole: 47.72
Orbital gap, eV: 9.06
Net charge: -1
Spin multiplicity: 1
LUMO, eV: 1.10
Highest occupied orbital energy, hartree: -0.29245